Version i
Here is a 2-piece molecular cluster, C3H8O3 overall from OMol25. Energies are from ωB97M-V with the def2-TZVPD basis set.

Structure (XYZ):
```
14
C3H8O3 | OMol25 | ωB97M-V with the def2-TZVPD basis set
C 1.03008 0.84632 0.10228
C 0.27655 -0.40761 -0.55565
C -0.93141 -0.79213 0.15458
H -0.64927 1.64845 -0.26400
H 0.96210 0.83473 1.15012
H 2.08280 1.00909 -0.29298
H 0.20927 -0.37820 -1.64696
H 1.97954 -0.70554 0.60430
H -0.95945 -2.12497 0.09156
H -0.63001 -0.37875 1.33978
H -2.87724 -0.03550 0.34553
O 0.24460 1.87291 -0.32548
O 1.33894 -1.40926 -0.33702
O -2.07650 0.02047 -0.36607
```

Summary:
Kohn-Sham gap = 0.380 hartree

---

Version ii
Here is a 2-piece molecular cluster, C3H8O3 overall from OMol25. Energies are from ωB97M-V with the def2-TZVPD basis set.

Structure (XYZ):
```
14
C3H8O3 | OMol25 | ωB97M-V with the def2-TZVPD basis set
O 1.08606 0.91536 0.90932
O -0.36453 -0.83747 1.43766
C 0.06752 0.26232 0.72533
C 0.41224 -1.24907 2.51857
C -0.83218 0.45549 -0.46172
H 0.13114 -2.31273 2.59743
H 0.26534 -0.77250 3.50240
H 1.48104 -1.18636 2.25335
H -0.17369 0.98812 -1.16833
H -1.66953 1.12064 -0.19148
H -1.24021 -0.43691 -0.96545
O 0.37524 0.64940 -3.59253
H 0.94332 1.45285 -3.59406
H -0.48180 0.95086 -3.97048
```

Summary:
Structure (SMILES) = COC(C)=O.O
Kohn-Sham gap = 0.412 hartree

---

Name the least stable of them. version i.